Entry from OMol25: a molecular structure, C22H41BrEuNP3S at a distorted geometry (ωB97M-V/def2-TZVPD).

Atoms and positions in Å:
Eu 0.24 1.23 0.21
P -1.26 1.59 2.75
P 2.54 0.43 1.67
P -0.50 -1.52 0.82
H 0.17 1.41 -2.37
C -0.62 0.70 -2.00
C -1.71 1.16 -1.35
H -1.87 2.26 -1.19
C -1.59 3.38 3.08
C -0.72 0.99 4.41
C -2.99 0.95 2.59
C 3.71 -0.09 0.34
C 3.42 1.83 2.46
C 2.66 -0.88 2.95
C -2.03 -1.98 -0.08
C -0.74 -2.30 2.47
C 0.79 -2.54 -0.02
H -0.35 -0.37 -2.11
H -2.49 0.52 -0.89
H -1.93 3.85 2.14
H -0.66 3.89 3.39
H -2.36 3.54 3.85
H 0.27 1.44 4.64
H -0.60 -0.10 4.41
H -1.42 1.27 5.22
H -3.43 1.37 1.67
H -3.62 1.25 3.44
H -3.01 -0.15 2.50
H 4.73 -0.29 0.70
H 3.77 0.71 -0.42
H 3.34 -0.99 -0.18
H 4.42 1.59 2.85
H 2.80 2.20 3.30
H 3.51 2.66 1.74
H 3.69 -1.00 3.34
H 2.32 -1.86 2.57
H 2.00 -0.61 3.78
H -2.18 -3.08 -0.03
H -1.95 -1.66 -1.13
H -2.89 -1.47 0.39
H -0.88 -3.38 2.31
H -1.64 -1.87 2.95
H 0.15 -2.11 3.10
H 0.42 -3.58 -0.09
H 1.74 -2.51 0.53
H 0.95 -2.15 -1.04
C -1.10 -4.56 -4.34
C -0.16 -5.17 -5.19
C -0.36 -5.18 -6.58
C -1.50 -4.58 -7.12
C -2.45 -3.97 -6.28
C -2.25 -3.97 -4.90
S -0.87 -4.49 -2.62
H 0.33 -5.14 -2.54
H 0.72 -5.64 -4.74
H 0.37 -5.65 -7.23
H -1.66 -4.58 -8.20
H -3.34 -3.50 -6.70
H -2.98 -3.51 -4.23
Br 0.39 6.26 -2.72
C 0.74 5.49 -1.04
C 1.29 6.26 0.01
C 1.51 5.62 1.24
C 1.20 4.28 1.38
N 0.70 3.57 0.35
C 0.45 4.14 -0.85
H 1.51 7.29 -0.15
H 1.92 6.14 2.10
H 1.32 3.71 2.32
H 0.01 3.49 -1.60

- relative energy (zero: lowest compared OMol25 entry of this formula, charge and spin) (kJ/mol) = 14.8
- net charge = +3
- spin multiplicity = 7